# C8H10N4S

C8H10N4S as an isolated structure in a non-equilibrium geometry (wB97M-V/def2-TZVPD, OMol25).

Cartesian coordinates (Å):
C -2.176 -2.121 -0.994
C -0.775 -1.852 -0.214
C -0.520 -2.777 0.812
C 0.390 -2.662 1.769
C 0.924 -1.323 1.862
C -0.134 -0.706 -0.165
C -0.375 0.550 -1.201
C 1.326 3.400 0.123
H -3.493 -2.816 -0.409
H -2.510 -0.803 -1.330
H -1.507 -2.976 -2.090
H -1.001 -3.662 0.717
H 0.464 -3.403 2.519
H 1.478 -0.919 2.742
H -0.683 -0.059 -2.150
H 0.691 1.633 1.009
H 2.122 4.921 -1.494
H 1.044 3.800 -1.970
N 0.577 -0.406 0.928
N 0.058 1.756 -1.055
N 0.485 2.254 0.283
N 1.275 4.206 -1.012
S 2.339 3.965 1.321

Properties
relative energy (zero: lowest compared OMol25 entry of this formula, charge and spin)	865.20	kJ/mol
charge	0
electronic energy	-927.72463	hartree
E_LUMO	-0.38	eV
2S+1	1
orbital gap	7.6	eV
highest occupied orbital energy	-8.0	eV